(1)
The molecule C20H34N2O3, computed with ωB97M-V/def2-TZVPD.

Each line ends with the natural charge from an NBO analysis.
Element x y z (Å)
C (7.051, 1.787, 0.232)  -0.250
O (6.638, 0.782, -0.660)  -0.536
C (5.325, 0.924, -1.145)  -0.048
C (4.234, 0.574, -0.121)  -0.248
C (4.398, -0.862, 0.380)  -0.411
C (3.277, -1.215, 1.353)  -0.225
N (1.983, -1.032, 0.718)  -0.448
C (1.228, -2.123, 0.451)  0.699
O (1.565, -3.233, 0.818)  -0.637
C (-0.107, -1.900, -0.264)  -0.310
C (-0.603, -3.194, -0.925)  -0.401
C (-2.096, -3.430, -0.669)  -0.500
C (-2.901, -2.146, -0.705)  0.689
O (-3.901, -2.005, -1.381)  -0.636
N (-2.406, -1.188, 0.117)  -0.454
C (-3.033, 0.130, 0.202)  -0.035
C (-2.927, 0.842, -1.152)  -0.400
C (-3.196, 2.342, -1.094)  -0.391
C (-4.542, 2.728, -0.481)  -0.407
C (-4.572, 2.554, 1.039)  -0.402
C (-4.987, 1.160, 1.520)  -0.397
C (-4.489, -0.006, 0.665)  -0.404
C (-1.146, -1.439, 0.773)  -0.200
C (1.774, 0.331, 0.287)  -0.197
C (2.843, 0.736, -0.732)  -0.410
H (8.115, 1.629, 0.397)  0.197
H (6.894, 2.785, -0.195)  0.165
H (6.529, 1.728, 1.194)  0.161
H (5.262, 0.235, -1.992)  0.187
H (5.166, 1.950, -1.513)  0.161
H (4.318, 1.258, 0.731)  0.194
H (5.366, -0.980, 0.867)  0.225
H (4.363, -1.547, -0.469)  0.206
H (3.347, -2.258, 1.664)  0.253
H (3.326, -0.572, 2.239)  0.184
H (-0.006, -1.125, -1.027)  0.213
H (-0.422, -3.146, -1.999)  0.209
H (-0.032, -4.033, -0.522)  0.250
H (-2.237, -3.882, 0.316)  0.221
H (-2.507, -4.113, -1.413)  0.241
H (-2.471, 0.691, 0.956)  0.193
H (-3.624, 0.365, -1.842)  0.230
H (-1.918, 0.689, -1.549)  0.195
H (-2.400, 2.833, -0.525)  0.185
H (-3.150, 2.728, -2.115)  0.209
H (-5.341, 2.148, -0.942)  0.201
H (-4.724, 3.780, -0.712)  0.208
H (-3.584, 2.802, 1.434)  0.188
H (-5.271, 3.276, 1.469)  0.210
H (-4.631, 1.035, 2.546)  0.197
H (-6.077, 1.102, 1.549)  0.205
H (-5.121, -0.134, -0.212)  0.222
H (-4.581, -0.922, 1.253)  0.216
H (-0.816, -0.528, 1.275)  0.211
H (-1.252, -2.222, 1.534)  0.204
H (0.782, 0.465, -0.138)  0.211
H (1.853, 0.980, 1.169)  0.191
H (2.678, 1.769, -1.041)  0.212
H (2.757, 0.098, -1.615)  0.203

Properties
Largest force on an atom: 0.01071 Eh/bohr
DFT total energy: -30415.56900 eV
Net charge: 0
Molecular weight: 350.50 g mol⁻¹
Gap between HOMO and LUMO: 9.486 eV
Structure (SMILES): COCC1CCN(C(=O)[C@H]2CCC(=O)N(C3CCCCCC3)C2)CC1

(2)
The molecule C20H34N4O2 at a distorted geometry, computed with ωB97M-V/def2-TZVPD.

Each line ends with the natural charge from an NBO analysis.
Element x y z (Å)
C (-4.521, -0.823, 1.812)  -0.418
N (-3.737, -0.226, 0.752)  -0.442
C (-2.311, -0.166, 0.989)  -0.198
C (-1.540, -1.393, 0.497)  -0.442
C (-0.036, -1.210, 0.782)  -0.201
N (0.862, -2.159, 0.175)  -0.451
C (0.686, -3.531, 0.604)  -0.216
C (1.917, -4.343, 0.207)  -0.400
C (2.119, -4.278, -1.303)  -0.396
C (2.197, -2.818, -1.737)  -0.399
C (0.950, -2.072, -1.271)  -0.227
C (-4.372, 0.171, -0.377)  0.686
O (-5.582, 0.099, -0.487)  -0.635
C (-3.528, 0.701, -1.531)  -0.502
C (-2.958, 2.114, -1.301)  -0.464
C (-1.475, 2.104, -1.316)  0.474
N (-0.700, 1.211, -1.835)  -0.324
N (0.573, 1.594, -1.592)  -0.321
C (0.522, 2.704, -0.937)  0.486
C (1.647, 3.530, -0.430)  -0.273
C (2.995, 2.860, -0.707)  -0.394
C (3.178, 1.594, 0.126)  -0.399
C (3.000, 1.888, 1.613)  -0.401
C (1.632, 2.511, 1.875)  -0.403
C (1.470, 3.798, 1.071)  -0.391
O (-0.762, 3.095, -0.728)  -0.422
H (-4.167, -1.833, 2.024)  0.192
H (-5.558, -0.863, 1.485)  0.252
H (-4.451, -0.222, 2.722)  0.190
H (-2.163, -0.059, 2.068)  0.201
H (-1.897, 0.721, 0.512)  0.199
H (-1.686, -1.509, -0.577)  0.209
H (-1.910, -2.291, 0.993)  0.203
H (0.266, -0.223, 0.420)  0.196
H (0.130, -1.238, 1.865)  0.188
H (0.569, -3.541, 1.692)  0.197
H (-0.212, -3.994, 0.156)  0.158
H (2.790, -3.921, 0.707)  0.201
H (1.796, -5.378, 0.535)  0.203
H (3.029, -4.810, -1.586)  0.207
H (1.276, -4.762, -1.804)  0.192
H (3.074, -2.351, -1.287)  0.201
H (2.284, -2.744, -2.822)  0.206
H (1.008, -1.021, -1.557)  0.223
H (0.066, -2.514, -1.765)  0.156
H (-2.708, 0.020, -1.753)  0.249
H (-4.197, 0.715, -2.392)  0.246
H (-3.301, 2.788, -2.091)  0.247
H (-3.301, 2.538, -0.354)  0.238
H (1.601, 4.490, -0.962)  0.232
H (3.063, 2.612, -1.767)  0.226
H (3.786, 3.573, -0.466)  0.204
H (2.451, 0.847, -0.191)  0.219
H (4.174, 1.187, -0.053)  0.210
H (3.100, 0.964, 2.185)  0.212
H (3.779, 2.578, 1.946)  0.190
H (0.853, 1.799, 1.594)  0.193
H (1.516, 2.728, 2.939)  0.212
H (0.487, 4.238, 1.253)  0.215
H (2.227, 4.519, 1.386)  0.207

Properties
Largest force on an atom: 0.02802 Eh/bohr
DFT total energy: -31347.86055 eV
Net charge: 0
Molecular weight: 362.52 g mol⁻¹
Gap between HOMO and LUMO: 8.877 eV
Structure (SMILES): CN(CCCN1CCCCC1)C(=O)CCc1nnc(C2CCCCC2)o1

(3)
The molecule C20H34N4O3 at a distorted geometry, computed with ωB97M-V/def2-TZVPD.

Each line ends with the natural charge from an NBO analysis.
Element x y z (Å)
C (-5.135, -1.544, 2.120)  -0.251
O (-5.945, -1.448, 0.971)  -0.538
C (-5.231, -1.397, -0.238)  -0.063
C (-4.576, -0.033, -0.517)  -0.256
N (-3.330, 0.132, 0.214)  -0.457
C (-3.027, 1.487, 0.624)  -0.224
C (-2.518, 2.360, -0.539)  -0.234
N (-1.351, 1.735, -1.118)  -0.439
C (-0.070, 2.149, -1.016)  0.700
O (0.850, 1.496, -1.479)  -0.654
C (0.172, 3.480, -0.310)  -0.498
C (1.676, 3.678, -0.115)  -0.442
C (2.206, 2.503, 0.620)  0.491
N (1.657, 1.902, 1.624)  -0.334
N (2.433, 0.831, 1.913)  -0.309
C (3.415, 0.839, 1.074)  0.471
C (4.467, -0.184, 0.889)  -0.459
C (4.126, -1.013, -0.360)  -0.369
C (2.869, -1.871, -0.160)  -0.240
C (2.103, -2.039, -1.473)  -0.394
C (0.850, -2.883, -1.261)  -0.387
C (1.207, -4.248, -0.682)  -0.398
C (1.963, -4.080, 0.632)  -0.395
C (3.220, -3.243, 0.417)  -0.393
O (3.339, 1.892, 0.229)  -0.411
C (-1.628, 0.392, -1.592)  -0.251
C (-2.171, -0.457, -0.431)  -0.230
H (-5.817, -1.611, 2.966)  0.187
H (-4.511, -2.445, 2.082)  0.161
H (-4.486, -0.672, 2.231)  0.183
H (-4.472, -2.192, -0.264)  0.161
H (-5.975, -1.595, -1.015)  0.188
H (-4.445, 0.066, -1.605)  0.170
H (-5.278, 0.737, -0.190)  0.210
H (-3.916, 1.937, 1.070)  0.204
H (-2.243, 1.432, 1.387)  0.206
H (-2.297, 3.366, -0.193)  0.217
H (-3.291, 2.423, -1.314)  0.194
H (-0.246, 4.299, -0.899)  0.231
H (-0.300, 3.456, 0.672)  0.239
H (1.864, 4.594, 0.450)  0.233
H (2.189, 3.735, -1.075)  0.242
H (5.431, 0.311, 0.753)  0.228
H (4.503, -0.815, 1.776)  0.236
H (4.977, -1.650, -0.610)  0.205
H (3.968, -0.324, -1.192)  0.213
H (2.210, -1.359, 0.549)  0.211
H (2.748, -2.521, -2.212)  0.189
H (1.824, -1.055, -1.854)  0.224
H (0.320, -3.006, -2.209)  0.202
H (0.183, -2.364, -0.569)  0.189
H (0.299, -4.834, -0.518)  0.204
H (1.833, -4.792, -1.393)  0.191
H (2.233, -5.058, 1.036)  0.204
H (1.319, -3.582, 1.360)  0.196
H (3.885, -3.765, -0.276)  0.190
H (3.750, -3.123, 1.364)  0.203
H (-0.699, -0.032, -1.972)  0.252
H (-2.358, 0.446, -2.408)  0.188
H (-2.426, -1.454, -0.794)  0.206
H (-1.387, -0.550, 0.327)  0.209

Properties
Largest force on an atom: 0.02868 Eh/bohr
DFT total energy: -33394.68325 eV
Net charge: 0
Molecular weight: 378.52 g mol⁻¹
Gap between HOMO and LUMO: 8.920 eV
Structure (SMILES): COCCN1CCN(C(=O)CCc2nnc(CCC3CCCCC3)o2)CC1

(4)
The molecule C20H34N4O3, computed with ωB97M-V/def2-TZVPD.

Each line ends with the natural charge from an NBO analysis.
Element x y z (Å)
C (-0.882, -2.702, 0.883)  -0.616
C (0.049, -1.532, 1.176)  -0.232
N (-0.508, -0.249, 0.757)  -0.442
C (-1.430, 0.398, 1.675)  -0.224
C (-0.716, 1.283, 2.719)  -0.056
C (-0.766, 2.754, 2.338)  -0.620
N (-1.335, 1.132, 4.030)  -0.615
C (-1.173, 0.007, 4.775)  0.679
O (-0.511, -0.940, 4.373)  -0.650
C (-1.850, -0.011, 6.088)  -0.221
C (-1.548, -0.918, 7.137)  -0.246
C (-2.408, -0.644, 8.163)  -0.068
N (-3.224, 0.390, 7.783)  -0.322
C (-4.234, 1.010, 8.615)  -0.397
C (-2.887, 0.784, 6.526)  -0.039
C (-0.247, 0.355, -0.434)  0.672
O (-0.725, 1.430, -0.745)  -0.624
C (0.700, -0.394, -1.368)  -0.152
O (0.720, 0.248, -2.606)  -0.516
C (1.639, -0.348, -3.497)  -0.058
C (1.588, 0.413, -4.815)  -0.058
C (1.931, 1.877, -4.575)  -0.623
N (2.503, -0.203, -5.770)  -0.434
C (2.579, 0.503, -7.047)  -0.221
C (3.318, -0.468, -7.965)  -0.409
C (2.992, -1.861, -7.386)  -0.410
C (2.139, -1.568, -6.149)  -0.223
H (-0.438, -3.635, 1.231)  0.216
H (-1.834, -2.575, 1.399)  0.211
H (-1.084, -2.792, -0.185)  0.201
H (0.232, -1.468, 2.249)  0.246
H (1.016, -1.682, 0.698)  0.196
H (-2.136, 0.992, 1.098)  0.231
H (-1.976, -0.387, 2.200)  0.210
H (0.320, 0.941, 2.793)  0.206
H (-0.358, 2.896, 1.339)  0.249
H (-1.802, 3.101, 2.319)  0.201
H (-0.203, 3.365, 3.045)  0.207
H (-1.738, 1.944, 4.464)  0.394
H (-0.790, -1.682, 7.108)  0.239
H (-2.515, -1.096, 9.135)  0.212
H (-5.024, 1.415, 7.987)  0.212
H (-4.668, 0.263, 9.276)  0.214
H (-3.811, 1.815, 9.218)  0.204
H (-3.440, 1.566, 6.031)  0.208
H (1.704, -0.406, -0.918)  0.181
H (0.380, -1.440, -1.473)  0.178
H (2.660, -0.301, -3.091)  0.168
H (1.380, -1.403, -3.640)  0.165
H (0.550, 0.350, -5.194)  0.168
H (1.321, 2.264, -3.761)  0.242
H (2.986, 1.971, -4.303)  0.206
H (1.746, 2.486, -5.458)  0.208
H (1.566, 0.709, -7.438)  0.157
H (3.096, 1.455, -6.940)  0.206
H (3.000, -0.359, -9.001)  0.208
H (4.390, -0.279, -7.928)  0.207
H (2.456, -2.493, -8.094)  0.208
H (3.904, -2.386, -7.105)  0.207
H (2.332, -2.272, -5.341)  0.199
H (1.064, -1.626, -6.397)  0.159

Properties
Largest force on an atom: 0.00413 Eh/bohr
DFT total energy: -33395.10280 eV
Net charge: 0
Molecular weight: 378.52 g mol⁻¹
Gap between HOMO and LUMO: 9.182 eV
Structure (SMILES): CCN(C[C@@H](C)NC(=O)c1ccn(C)c1)C(=O)COC[C@@H](C)N1CCCC1

Which formula does entry 4 have?
C20H34N4O3